(1)
{"formula": "C66H66BaCl2Ge2IN3O3S4", "method": "wB97M-V/def2-TZVPD", "e_above_lowest_kj_mol": 0.0, "total_charge": -2, "e_tot_ev": -270351.7524, "homo_ha": -0.043, "spin_multiplicity": 1, "elements": ["Ba", "C", "O", "C", "O", "N", "N", "H", "H", "H", "H", "H", "H", "Cl", "C", "C", "C", "I", "C", "O", "C", "N", "C", "C", "C", "C", "H", "H", "H", "H", "C", "C", "C", "C", "C", "C", "C", "C", "C", "C", "C", "C", "C", "C", "C", "Ge", "S", "S", "Ge", "S", "S", "C", "C", "C", "C", "C", "C", "C", "C", "C", "C", "C", "C", "C", "C", "C", "C", "C", "C", "C", "C", "C", "C", "C", "C", "C", "C", "C", "C", "C", "C", "C", "C", "C", "H", "H", "H", "H", "H", "H", "H", "H", "H", "H", "H", "H", "H", "H", "H", "H", "H", "H", "H", "H", "H", "H", "H", "H", "H", "H", "H", "H", "H", "H", "H", "H", "H", "H", "H", "H", "H", "H", "H", "H", "H", "H", "H", "H", "H", "H", "H", "H", "H", "H", "Cl", "C", "C", "C", "C", "C", "C", "C", "H", "H", "H", "H", "H", "H"], "coordinates": [[0.722, 0.717, -2.943], [-3.821, -1.598, -4.183], [-2.937, -2.452, -3.442], [-1.666, -2.011, -3.408], [-1.231, -1.144, -4.137], [-0.947, -2.717, -2.489], [0.246, -2.107, -2.066], [-4.803, -2.059, -4.112], [-3.505, -1.519, -5.221], [-3.833, -0.600, -3.748], [-1.502, -3.175, -1.778], [1.026, -2.748, -2.135], [0.152, -1.831, -1.090], [5.807, -0.743, -8.813], [4.866, -0.254, -7.416], [5.350, 0.717, -6.589], [4.624, 1.140, -5.463], [5.405, 2.619, -4.228], [3.385, 0.593, -5.131], [2.663, 0.923, -4.139], [2.891, -0.451, -6.023], [1.689, -0.976, -5.685], [1.169, -1.900, -6.450], [1.807, -2.385, -7.609], [3.026, -1.875, -7.961], [3.614, -0.871, -7.160], [6.309, 1.169, -6.806], [0.198, -2.281, -6.146], [1.327, -3.150, -8.206], [3.545, -2.223, -8.844], [-0.273, 6.563, 2.273], [-1.063, 5.283, 2.333], [-1.889, 4.903, 1.288], [-2.644, 3.729, 1.331], [-3.551, 3.392, 0.178], [-2.528, 2.905, 2.452], [-1.701, 3.271, 3.519], [-1.584, 2.375, 4.723], [-0.989, 4.457, 3.450], [-3.354, 1.667, 2.573], [-4.546, 1.800, 3.286], [-5.417, 0.736, 3.421], [-5.097, -0.473, 2.833], [-3.908, -0.634, 2.128], [-2.997, 0.434, 2.003], [-1.352, 0.224, 0.880], [-1.868, 0.352, -1.180], [0.362, 1.606, 1.394], [1.632, -0.266, 1.238], [2.638, -0.662, -0.606], [-0.173, -1.618, 1.501], [2.946, -0.361, 2.747], [3.766, 0.750, 3.042], [4.745, 0.668, 4.027], [4.951, -0.502, 4.731], [4.171, -1.605, 4.442], [3.180, -1.552, 3.462], [2.439, -2.831, 3.230], [2.926, -3.752, 2.305], [4.151, -3.444, 1.486], [2.277, -4.976, 2.168], [1.175, -5.309, 2.935], [0.523, -6.661, 2.800], [0.699, -4.371, 3.849], [1.315, -3.136, 4.007], [0.763, -2.123, 4.972], [3.625, 2.061, 2.332], [4.358, 2.334, 1.176], [5.397, 1.387, 0.640], [4.127, 3.535, 0.506], [3.230, 4.476, 0.976], [2.931, 5.725, 0.193], [2.588, 4.228, 2.188], [2.775, 3.037, 2.871], [2.042, 2.779, 4.157], [-3.655, -1.967, 1.503], [-4.040, -2.220, 0.184], [-4.826, -1.224, -0.623], [-3.688, -3.443, -0.393], [-3.015, -4.420, 0.324], [-2.588, -5.712, -0.322], [-2.734, -4.177, 1.664], [-3.040, -2.968, 2.261], [-2.670, -2.722, 3.695], [-0.415, 7.066, 1.316], [0.796, 6.377, 2.394], [-0.577, 7.251, 3.065], [-1.961, 5.534, 0.407], [-3.824, 4.296, -0.368], [-4.464, 2.900, 0.516], [-3.060, 2.701, -0.514], [-1.445, 1.336, 4.419], [-2.487, 2.415, 5.339], [-0.736, 2.667, 5.339], [-0.342, 4.733, 4.278], [-4.784, 2.765, 3.721], [-6.345, 0.852, 3.969], [-5.777, -1.316, 2.905], [5.353, 1.544, 4.227], [5.723, -0.559, 5.490], [4.326, -2.540, 4.970], [5.000, -3.207, 2.132], [3.983, -2.582, 0.834], [4.418, -4.298, 0.861], [2.658, -5.692, 1.445], [1.025, -7.265, 2.043], [-0.524, -6.574, 2.511], [0.555, -7.210, 3.744], [-0.174, -4.605, 4.451], [-0.072, -2.539, 5.536], [0.409, -1.243, 4.428], [1.526, -1.781, 5.674], [5.798, 0.744, 1.423], [6.219, 1.949, 0.192], [4.958, 0.738, -0.120], [4.664, 3.723, -0.420], [3.626, 5.844, -0.639], [2.993, 6.617, 0.822], [1.921, 5.684, -0.222], [1.891, 4.958, 2.588], [1.498, 3.670, 4.470], [2.726, 2.487, 4.957], [1.323, 1.967, 4.026], [-5.499, -0.642, 0.007], [-5.416, -1.737, -1.384], [-4.149, -0.521, -1.118], [-3.952, -3.623, -1.432], [-2.924, -5.763, -1.359], [-2.992, -6.578, 0.209], [-1.499, -5.806, -0.316], [-2.228, -4.932, 2.253], [-2.384, -3.656, 4.179], [-3.494, -2.275, 4.253], [-1.823, -2.035, 3.753], [-5.965, 0.957, -5.686], [-4.318, 1.533, -5.429], [-4.016, 2.333, -4.335], [-2.722, 2.771, -4.134], [-1.644, 2.424, -5.002], [-0.311, 2.824, -4.774], [-2.013, 1.578, -6.092], [-3.307, 1.157, -6.305], [-4.796, 2.604, -3.634], [-2.510, 3.386, -3.265], [-0.163, 3.731, -4.188], [0.383, 2.721, -5.607], [-1.237, 1.259, -6.780], [-3.540, 0.524, -7.155]]}

(2)
{"formula": "C4H6S2", "method": "wB97M-V/def2-TZVPD", "e_above_lowest_kj_mol": 22.0, "smiles": "C1=CSCCS1", "e_tot_ev": -25915.0634, "homo_ha": -0.291, "spin_multiplicity": 1, "elements": ["C", "C", "S", "C", "C", "S", "H", "H", "H", "H", "H", "H"], "coordinates": [[1.066, -1.323, 0.415], [0.385, -1.492, -0.717], [-0.642, -0.315, -1.607], [-1.110, 0.743, -0.261], [0.066, 1.290, 0.509], [0.892, 0.042, 1.540], [1.712, -2.145, 0.747], [0.543, -2.404, -1.249], [-1.786, 0.187, 0.369], [-1.674, 1.621, -0.619], [0.798, 1.652, -0.209], [-0.249, 2.143, 1.083]]}

Copy entry 2 word for word.
{"formula": "C4H6S2", "method": "wB97M-V/def2-TZVPD", "e_above_lowest_kj_mol": 22.0, "smiles": "C1=CSCCS1", "e_tot_ev": -25915.0634, "homo_ha": -0.291, "spin_multiplicity": 1, "elements": ["C", "C", "S", "C", "C", "S", "H", "H", "H", "H", "H", "H"], "coordinates": [[1.066, -1.323, 0.415], [0.385, -1.492, -0.717], [-0.642, -0.315, -1.607], [-1.110, 0.743, -0.261], [0.066, 1.290, 0.509], [0.892, 0.042, 1.540], [1.712, -2.145, 0.747], [0.543, -2.404, -1.249], [-1.786, 0.187, 0.369], [-1.674, 1.621, -0.619], [0.798, 1.652, -0.209], [-0.249, 2.143, 1.083]]}